C2H3N3O | ωB97M-V/def2-TZVPD

Last column: Löwdin charge in e.
Geometry (Å):
C1 0.0436 0.1818 -1.0617  -0.29
N1 -0.8873 0.9244 -0.7497  0.15
N2 -0.5457 -0.3868 0.0472  -0.02
H1 0.8800 -0.0097 -1.7334  0.13
H2 -1.0691 -1.2504 -0.1443  0.09
N3 1.7414 -0.9517 2.3719  0.18
C2 1.7569 -0.6938 1.1907  -0.44
O1 1.9885 -0.7325 0.0656  0.11
H3 0.9893 -0.5627 2.9516  0.09

Forces on atoms 1 to 2 (eV/Å):
C 0.5 -0.2 -0.9
N -0.8 0.4 -0.6

Computed properties:
HOMO-LUMO gap, Ha: 0.380
HOMO, eV: -9.62
LUMO level, Eh: 0.0268
SMILES: C1=NN1.N=C=O
Energy above the lowest of the compared OMol25 structures with the same formula, charge and spin, eV: 3.8310
E, eV: -8636.6635